89
Properties=species:S:1:pos:R:3:forces:R:3:mulliken_charge:R:1 method="wB97M-V/def2-TZVPD" total_charge=0 energy_ev=-85657.4998 smiles="CCCCN[C@]1(COCCC)OS(=O)(=O)O[C@@]1(CCN)CCC(=O)O.COP(=O)(OC)OC.COP(=O)(OC)OC" lumo_ha=-0.07018 orbital_gap_ev=7.28
C -1.169830 3.286038 2.989275 0.555 -0.064 0.709 -0.84
C -0.149061 4.318902 2.503567 -0.555 -0.309 -0.805 -0.75
C 0.607359 3.769940 1.288698 -0.520 -0.172 -0.124 -0.05
C 1.517569 2.576252 1.613386 0.341 1.119 0.553 -0.74
N 2.560499 2.420793 0.599354 -1.011 -0.664 0.162 -0.17
C 2.359777 1.549935 -0.522012 0.581 0.907 -1.521 0.37
C 3.201396 2.210160 -1.696375 0.103 0.376 0.214 -1.71
O 2.454476 2.383939 -2.874774 0.595 -0.389 -0.050 -0.38
C 2.092289 3.741594 -3.082840 -0.834 0.208 -0.436 -0.25
C 0.962165 3.795100 -4.131760 0.117 0.045 0.939 -0.42
C -0.358550 4.218067 -3.473964 -0.245 -0.348 -0.514 -1.04
O 1.013832 1.654030 -1.001467 -0.279 -0.508 1.113 0.13
S 0.092965 0.404501 -0.535456 -0.031 2.198 -1.155 1.07
O -0.295492 -0.230285 -1.741595 0.191 -0.677 0.101 -0.58
O -0.932957 0.925193 0.295106 0.088 -0.619 0.777 -0.60
O 1.242738 -0.306475 0.296941 -0.708 -0.801 -0.823 -0.67
C 2.535251 -0.019251 -0.356630 0.706 1.761 1.004 2.34
C 3.575217 -0.276715 0.747641 0.351 -1.039 -0.402 -1.22
C 4.484251 -1.530523 0.637835 0.106 0.206 1.045 -1.00
N 4.060368 -2.645016 1.491504 0.202 -0.016 -0.594 -0.48
C 2.748172 -0.588771 -1.755561 -0.427 -0.937 -0.008 -1.25
C 2.609599 -2.118861 -2.023353 -0.296 0.527 -0.446 -1.08
C 1.789559 -2.999641 -1.116552 0.345 -0.591 0.082 0.24
O 2.304200 -3.951768 -0.595941 0.405 -0.200 0.372 -0.46
O 0.471322 -2.780720 -0.926697 0.238 1.001 -0.141 -0.41
H -1.633699 3.604160 3.923691 -0.162 0.040 -0.100 0.42
H -1.947170 3.083886 2.255259 0.035 0.124 -0.087 0.02
H -0.652283 2.347745 3.205364 -0.167 -0.093 0.010 0.31
H 0.541657 4.632709 3.288955 -0.041 -0.054 0.077 0.37
H -0.716039 5.189680 2.164978 0.182 0.184 0.179 0.31
H -0.145818 3.437441 0.567316 0.036 0.071 -0.075 -0.18
H 1.175460 4.555323 0.785733 0.235 -0.068 0.159 0.39
H 2.015318 2.850934 2.550863 0.145 -0.238 -0.021 0.59
H 0.931223 1.686999 1.832549 0.115 -0.144 -0.198 0.19
H 3.504262 2.482002 0.935989 0.045 -0.077 -0.054 0.34
H 3.460560 3.205134 -1.336422 0.137 -0.107 0.248 0.61
H 4.150401 1.702976 -1.891738 -0.166 -0.254 -0.103 0.40
H 2.954325 4.339506 -3.397266 0.131 -0.146 0.088 0.39
H 1.677014 4.164262 -2.161868 0.314 -0.021 0.156 0.16
H 1.247457 4.486216 -4.922863 -0.149 -0.198 -0.238 0.31
H 0.832604 2.778856 -4.501928 0.196 0.091 -0.334 0.25
H -0.449386 5.297106 -3.353421 0.096 -0.007 0.173 0.36
H -1.196402 3.884568 -4.091443 -0.037 0.174 -0.025 0.37
H -0.480651 3.713259 -2.513729 0.076 0.127 0.073 0.14
H 4.232966 0.578323 0.896103 -0.144 0.177 -0.380 0.37
H 3.030631 -0.388321 1.684875 -0.034 0.219 0.022 0.29
H 4.679658 -1.854226 -0.383114 -0.223 -0.016 -0.053 0.23
H 5.451513 -1.233783 1.048780 0.104 0.010 -0.279 0.51
H 4.471344 -2.562773 2.408203 -0.238 0.036 0.128 0.29
H 3.054620 -2.696770 1.551667 -0.009 -0.204 0.140 0.17
H 2.105933 -0.065670 -2.460797 -0.062 0.118 0.149 0.69
H 3.767291 -0.327116 -2.035944 0.028 -0.005 0.095 0.33
H 3.598900 -2.563082 -2.058325 -0.076 -0.209 0.184 0.48
H 2.207624 -2.235696 -3.034181 -0.125 0.085 0.047 0.50
H 0.317928 -2.990709 0.004903 -0.339 -0.449 -0.156 0.35
C -7.604947 4.872101 3.256818 -0.355 0.301 -0.117 -0.69
O -6.808459 3.789975 2.779630 0.671 -3.312 -1.065 -0.50
P -5.491020 4.158466 1.837649 -0.010 8.075 1.828 1.28
O -4.826427 5.038927 2.844423 0.301 -0.713 0.137 -0.65
O -6.398916 4.997248 0.745446 -0.037 -1.104 -0.437 -0.36
C -7.536526 4.408713 0.111301 -0.074 0.177 -0.038 -0.79
O -4.161063 4.213746 0.819737 -0.771 -3.531 -0.231 -0.26
C -4.128307 3.395886 -0.366835 -0.005 0.229 -0.190 -0.57
H -7.726423 4.735289 4.329735 0.114 -0.075 -0.009 0.26
H -7.150494 5.839184 3.061615 0.129 -0.064 0.015 0.36
H -8.588959 4.828806 2.784760 0.035 -0.031 -0.027 0.25
H -8.380558 5.089873 0.216411 0.001 0.003 0.008 0.24
H -7.805160 3.447808 0.550227 -0.037 0.028 0.052 0.40
H -7.331529 4.272630 -0.951331 0.038 -0.001 0.011 0.29
H -4.816855 3.789072 -1.118206 -0.035 -0.007 0.039 0.29
H -4.375964 2.358557 -0.143608 0.098 -0.031 -0.066 0.38
H -3.117543 3.432131 -0.766500 0.028 0.027 0.098 0.07
C 0.937044 -10.839344 -0.337472 -0.229 -0.316 -0.154 -0.69
O 1.776612 -9.740658 0.017706 2.068 2.154 0.091 -0.45
P 1.234884 -8.727080 1.174181 -5.157 -1.854 1.786 1.29
O 1.033308 -9.579487 2.356264 0.456 0.190 -0.077 -0.70
O -0.178175 -8.361347 0.409851 0.545 0.053 -0.323 -0.39
C -0.232326 -8.089284 -0.990779 -0.236 0.013 0.092 -0.72
O 1.367203 -7.243804 1.840841 2.551 -0.492 -1.702 -0.38
C 1.673773 -6.113602 0.989911 -0.245 -0.023 0.072 -0.48
H 1.545340 -11.740527 -0.300040 0.052 0.058 0.083 0.26
H 0.087432 -10.945209 0.332267 0.070 0.064 0.105 0.36
H 0.581266 -10.698926 -1.359420 0.027 0.062 0.038 0.26
H -1.016750 -8.704094 -1.432543 -0.009 -0.001 0.000 0.27
H 0.709854 -8.307778 -1.492773 0.004 0.010 -0.006 0.37
H -0.485731 -7.040062 -1.148474 0.006 0.000 0.011 0.25
H 0.808843 -5.857412 0.379776 0.007 -0.073 0.003 0.21
H 2.528425 -6.319319 0.350753 0.031 0.109 -0.004 0.33
H 1.913794 -5.269845 1.628166 0.043 -0.102 0.102 0.20